No. 1
A cluster of 4 separate species, C2H11NO5 in total in a non-equilibrium geometry, computed with ωB97M-V/def2-TZVPD.

XYZ file:
```
19
Properties=species:S:1:pos:R:3:forces:R:3:lowdin_charge:R:1
O -0.55816 0.66085 0.81210 0.229 0.273 0.181 0.0779
O -1.49866 -1.33606 0.18790 -0.049 0.771 0.147 0.0657
O 0.79291 -1.64592 -1.88876 0.203 0.315 0.162 -0.0531
O 0.36195 3.12975 -3.78932 -0.211 0.640 0.540 -0.0670
O 1.07821 3.05453 1.14731 0.150 -0.533 -0.044 -0.0786
N 0.02942 -1.38201 1.73455 1.789 2.199 1.014 0.0106
C -0.64289 -0.53534 0.93019 -1.224 -2.418 -0.969 -0.6007
C -0.11187 -2.81117 1.84661 0.749 -0.805 -0.179 -0.0779
H -0.37473 3.75150 -3.85259 -0.149 -0.259 -0.457 0.0345
H 0.69789 -0.87777 2.34232 -0.684 -0.780 -0.562 0.1648
H 1.58506 -1.23253 -1.52271 -0.001 -0.198 -0.092 0.0396
H -0.89245 -3.01834 2.59360 -0.118 -0.465 -0.789 0.0904
H 1.84886 2.73680 0.66266 0.030 0.260 0.041 0.0247
H 0.82047 -3.24828 2.26209 -0.393 0.536 -0.144 0.0897
H 0.19968 -0.89325 -1.99107 -0.101 -0.108 -0.089 0.0308
H 0.74844 3.46716 -2.96971 0.350 -0.396 -0.044 0.0325
H -2.07001 -0.81012 -0.38612 0.219 0.271 0.175 0.1220
H 0.58190 2.22715 1.27569 -0.203 0.299 -0.070 -0.0119
H -0.18594 -3.27184 0.82512 -0.585 0.397 1.180 0.1063
```
Forces are in eV/Å.

For the gap between HOMO and LUMO, the calculation gives 10.67 eV. As for the net charge: 0. The value obtained for the HOMO energy is -10.35 eV. As for the spin multiplicity: 1. Its SMILES is CNC(=O)O.O.O.O. The energy above the lowest of the compared OMol25 structures with the same formula, charge and spin comes out at 37.9 kJ/mol. Its energy is -513.77335 hartree.

No. 2
A structure of composition C49H68N2O6PS3Y in a non-equilibrium geometry, computed with ωB97M-V/def2-TZVPD.

XYZ file:
```
130
Properties=species:S:1:pos:R:3:forces:R:3:lowdin_charge:R:1
Y 1.37011 0.59244 -3.15959 0.716 -1.714 -0.620 1.1762
S 3.06288 1.81533 -7.43350 0.090 0.001 -0.066 0.4744
S 3.48890 1.32908 -4.52752 0.766 0.257 -0.338 0.4980
S 0.78998 1.96918 -5.50383 0.053 0.272 -0.286 0.4793
P 1.09595 -1.96348 -5.71033 -0.196 -0.189 0.196 0.4242
O 1.05826 -1.60171 -1.97724 -0.150 -0.159 -0.130 -0.0740
O 3.27458 0.18076 -1.44391 0.092 0.125 0.033 -0.2377
O -1.11404 0.25724 -3.06582 -0.258 0.185 0.126 -0.2362
O 2.42414 -2.28176 -6.27467 0.038 -0.048 -0.098 -0.3006
O 0.98177 -0.95639 -4.57681 -0.403 -1.544 -1.193 -0.4833
O 0.97749 2.10576 -2.02816 -0.934 2.246 2.495 -0.2678
N 0.72836 -0.22876 -7.70786 0.233 0.017 0.017 0.0583
N 0.85692 -3.77156 -3.81464 0.059 0.039 0.010 -0.0219
C -0.64050 5.42308 2.30342 0.006 0.023 0.003 -0.5583
C -1.80802 -4.17607 3.09458 0.035 -0.004 -0.005 -0.0457
C 3.10218 0.23902 -0.05459 0.006 0.030 0.055 -0.1848
C 1.13684 4.10892 0.99748 -0.007 0.046 0.019 0.0154
C -1.87899 0.27206 -1.89054 -0.080 0.006 -0.027 -0.1782
C -1.76646 2.81338 -1.85961 0.067 -0.004 0.061 -0.0566
C -1.96552 0.28330 -4.21786 0.031 -0.127 -0.075 -0.0544
C -4.55645 0.24042 1.49523 -0.029 -0.001 -0.013 -0.5523
C -0.67715 -4.89859 2.34842 -0.006 -0.034 0.011 -0.5556
C 0.60232 2.88092 -1.01078 -0.034 0.414 0.028 -0.2443
C -1.20484 -6.22345 1.77893 0.019 0.023 0.028 -0.0451
C 3.04722 1.46595 0.59372 0.002 -0.015 -0.107 -0.1048
C 1.13495 -3.59802 1.08655 -0.027 -0.040 0.013 0.0275
C 2.95437 2.78258 -0.14624 -0.079 -0.003 -0.010 -0.0583
C 1.58687 -0.39097 4.68793 0.018 0.008 -0.012 -0.0408
C -0.72379 3.31347 -0.88395 -0.089 0.006 -0.108 -0.1210
C -1.72027 -2.26242 -1.81373 0.029 0.028 0.035 -0.0576
C -1.74243 4.69489 3.08677 0.021 0.011 -0.011 -0.0493
C -1.07824 -3.59638 0.22219 0.003 -0.008 -0.002 0.0145
C -2.29552 1.48662 -1.35981 0.072 -0.025 -0.097 -0.1092
C -2.26711 -0.93817 -1.32418 -0.012 -0.017 -0.020 -0.1071
C 3.00358 -0.89872 2.04533 -0.036 0.015 -0.022 0.0234
C 3.06562 -0.95484 0.66302 0.021 -0.043 -0.033 -0.1172
C -0.18334 -4.01646 1.20427 0.011 0.017 0.000 -0.1551
C 2.49193 1.70680 -5.87482 -0.246 0.167 0.054 -1.7499
C 0.43197 -5.21413 3.35355 -0.040 0.013 -0.042 -0.0641
C -3.88152 -0.47900 2.67068 0.012 -0.003 -0.028 -0.0388
C -3.15883 1.46386 -0.26834 0.070 -0.014 0.063 0.0415
C -0.69464 -2.77848 -0.82966 -0.026 -0.018 -0.049 -0.1236
C 2.97088 0.30889 2.73702 0.025 -0.017 0.023 -0.1494
C 4.09018 -0.45739 4.83662 -0.025 0.025 -0.013 -0.0456
C -3.12395 -0.91090 -0.23455 0.098 -0.018 0.016 0.0264
C 2.98765 1.47310 1.98559 -0.051 -0.019 0.017 0.0391
C 0.49668 5.74976 3.27269 -0.039 -0.017 -0.032 -0.0667
C 0.22092 -3.45037 -5.09992 0.153 0.031 -0.024 -0.2921
C 1.53366 3.29478 -0.05690 0.165 -0.002 -0.085 -0.1225
C -1.08563 4.12359 0.17981 0.013 0.023 -0.015 0.0063
C 1.56219 -2.79030 0.03655 0.067 0.021 -0.049 -0.1188
C -5.82599 -0.52055 1.08471 0.028 0.031 0.019 -0.0447
C 4.68176 0.19308 -1.74962 0.058 -0.071 -0.053 -0.0657
C 2.98893 -2.29874 -0.02851 -0.080 0.041 0.015 -0.0571
C 0.03925 -1.39059 -7.11110 0.013 -0.138 0.177 -0.2034
C 2.88780 0.30446 4.26135 -0.002 0.007 0.018 -0.5536
C -0.17444 4.54062 1.14772 0.004 -0.027 -0.018 -0.1683
C -1.19650 6.74331 1.75106 0.021 -0.031 0.018 -0.0472
C 2.89114 1.71887 4.84322 -0.001 -0.040 -0.020 -0.0640
C 0.63669 -2.37911 -0.90956 0.021 -0.071 0.147 -0.1917
C -3.59762 0.27997 0.30690 -0.029 0.018 0.005 -0.1471
C -4.96105 1.64171 1.95479 0.013 -0.032 -0.007 -0.0624
H -1.45846 -3.22001 3.48930 -0.009 0.006 0.009 0.0892
H 0.45772 -4.60403 -3.39769 -0.017 0.029 0.017 0.0944
H -3.46215 2.41585 0.14597 -0.026 -0.005 -0.007 0.1051
H -3.60629 -1.50242 2.41077 0.002 0.004 0.014 0.0629
H -2.35283 -0.72218 -4.41244 -0.025 0.010 0.014 0.0975
H -2.80290 0.96052 -4.04841 0.022 0.032 0.009 0.1093
H 0.95884 -2.19181 -2.77376 0.015 0.040 0.015 0.0614
H 3.23771 2.66470 -1.19116 0.023 0.017 0.001 0.1107
H -1.37478 0.63129 -5.06073 0.037 -0.034 0.012 0.0235
H 1.25112 -5.76481 2.88756 0.016 0.006 0.013 0.0872
H 5.17918 -0.60590 -1.19596 -0.016 0.005 0.013 0.1024
H -5.45212 2.19844 1.15456 -0.006 0.018 0.009 0.0886
H -1.28024 -2.13787 -2.80247 0.010 -0.039 0.008 0.0911
H -0.02204 -2.20094 -7.83679 -0.017 0.036 -0.027 0.1053
H 0.38599 0.04386 -8.62527 0.000 0.053 0.030 0.1534
H 2.93493 2.43555 2.47562 0.005 0.006 0.004 0.1031
H -1.52769 7.38913 2.56792 -0.007 0.001 -0.001 0.0829
H 5.11868 1.15301 -1.46983 -0.026 0.014 -0.006 0.1045
H -2.04654 6.57168 1.08952 0.000 0.005 -0.004 0.0763
H 3.63935 -3.01240 0.47874 0.015 0.006 -0.002 0.1287
H 4.79940 0.03162 -2.81646 -0.020 -0.020 -0.002 0.0288
H 0.83242 -4.30370 3.80408 0.020 -0.006 0.005 0.0802
H -4.09811 2.21460 2.30050 -0.002 0.015 -0.012 0.0772
H -5.60483 -1.55752 0.82843 -0.007 -0.002 -0.011 0.0767
H 1.54787 -1.42019 4.32692 -0.012 -0.004 0.002 0.0686
H -5.66452 1.56229 2.78516 0.006 0.000 0.010 0.0867
H -2.97266 0.04687 2.96952 0.004 -0.004 0.013 0.0915
H 0.02783 -5.83432 4.15508 0.006 0.003 0.008 0.0864
H 1.84446 -3.95562 -3.96903 -0.013 -0.062 0.009 0.0948
H 2.96113 -1.83533 2.59004 0.013 0.003 0.006 0.1130
H 0.28874 -4.25573 -5.83776 -0.008 0.016 -0.025 0.0925
H -2.53242 -2.98787 -1.88884 -0.018 0.014 -0.020 0.1302
H 5.02562 0.00043 4.50997 0.009 -0.006 0.014 0.0915
H -6.54851 -0.52110 1.90364 0.008 -0.016 0.007 0.0846
H 4.09518 -1.50063 4.51851 0.008 0.000 -0.004 0.0759
H -4.55663 -0.51817 3.52830 -0.005 0.001 0.003 0.0875
H -0.42923 7.27134 1.18226 -0.009 0.013 -0.001 0.0908
H -2.11592 -3.90731 0.27481 0.004 -0.008 -0.008 0.1133
H -0.83392 -3.21895 -4.93299 0.001 0.036 0.015 0.0844
H 1.30049 6.29487 2.77476 0.014 -0.004 0.017 0.0870
H 3.79902 2.26025 4.57084 -0.006 0.019 0.008 0.0896
H 2.02692 2.29363 4.50408 0.004 0.017 -0.005 0.0783
H 0.72099 0.13886 4.28597 -0.011 -0.006 0.004 0.0898
H -6.29063 -0.04851 0.21702 -0.019 -0.006 0.005 0.0910
H -2.60898 4.48793 2.45655 -0.002 -0.003 0.006 0.0670
H 0.11777 6.37693 4.08171 0.003 0.002 0.003 0.0846
H 1.89193 4.40992 1.71312 0.002 0.017 -0.007 0.1023
H 3.30749 -2.21161 -1.06511 0.021 -0.025 0.001 0.1157
H 1.50669 -0.40964 5.77717 0.000 -0.002 0.003 0.0858
H 3.62866 3.50638 0.31453 0.027 -0.018 0.004 0.1293
H -2.12150 4.44129 0.24667 0.001 0.014 -0.002 0.1113
H -0.96085 -1.10083 -6.79182 0.008 0.078 -0.031 0.0928
H -1.53246 -6.87680 2.59052 -0.016 -0.004 -0.010 0.0851
H 2.84812 1.66296 5.93224 -0.003 0.004 0.001 0.0860
H -2.15772 -4.78727 3.92940 -0.012 0.004 -0.001 0.0867
H -0.42304 -6.73870 1.21776 -0.005 -0.011 0.003 0.0902
H -2.05251 -6.06385 1.11118 0.003 0.003 -0.009 0.0774
H 1.87130 -3.90436 1.81796 -0.004 -0.008 -0.003 0.1054
H 4.05993 -0.43799 5.92811 0.000 -0.014 0.003 0.0843
H 0.65891 0.60394 -7.04495 -0.153 0.135 -0.047 -0.0299
H -2.07617 5.30454 3.92998 -0.012 -0.002 -0.001 0.0837
H -1.37112 3.74336 3.47339 -0.007 -0.006 0.006 0.0872
H 1.74574 -0.38220 -7.77576 -0.024 -0.032 -0.043 0.0806
H -2.58245 3.53553 -1.91519 -0.026 -0.020 -0.014 0.1280
H -2.66016 -3.98018 2.44215 -0.005 -0.001 0.003 0.0693
H -1.32712 2.71313 -2.85140 -0.007 0.013 -0.011 0.1106
H 0.91335 4.84374 3.71830 0.018 0.008 0.002 0.0758
H -3.40816 -1.85755 0.21120 -0.036 0.010 -0.007 0.1121
```
Forces are in eV/Å.

For the gap between HOMO and LUMO, the calculation gives 7.15 eV. As for the net charge: 0. The value obtained for the HOMO energy is -7.06 eV. As for the spin multiplicity: 1. Its energy is -4043.49640 hartree.

No. 3
An isolated molecule of C5H8N2O in a non-equilibrium geometry, computed with ωB97M-V/def2-TZVPD.

XYZ file:
```
16
Properties=species:S:1:pos:R:3:forces:R:3:lowdin_charge:R:1
O 2.26767 -0.86879 -0.53677 -0.700 0.407 -0.412 -0.0164
N -2.15023 -0.60096 0.41967 -0.167 1.036 2.238 -0.1230
N -1.64366 -1.49381 -0.42609 -2.995 -2.666 -2.921 -0.0344
C 0.49935 0.95101 -0.57505 0.316 1.955 -1.774 -0.0388
C -0.78137 1.32145 -0.35728 1.258 -1.509 0.984 -0.0855
C -1.70640 0.57629 0.55931 -0.148 1.270 0.085 -0.1967
C 2.41697 -0.22551 0.70307 3.617 1.104 0.857 -0.1604
C 1.16577 -0.17263 0.13010 -2.701 0.028 -2.542 -0.3058
H 0.45092 -0.85150 0.50671 -0.741 -0.784 0.469 0.1074
H -2.53088 -2.20438 -0.49026 3.317 1.773 -0.419 0.1540
H 3.09482 0.64175 0.71518 -0.322 -0.321 -0.004 0.1321
H -1.43303 -1.11152 -1.40432 -0.168 -0.560 1.526 0.1173
H -2.13565 1.12768 1.42471 0.166 -0.263 -0.799 0.1085
H 1.05360 1.58720 -1.39621 -0.643 -1.412 1.964 0.1516
H -1.12340 2.25163 -0.74858 -0.364 0.425 -0.476 0.0829
H 2.55552 -0.92792 1.47578 0.275 -0.481 1.223 0.1073
```
Forces are in eV/Å.

For the gap between HOMO and LUMO, the calculation gives 10.00 eV. As for the net charge: 0. The value obtained for the HOMO energy is -9.09 eV. As for the spin multiplicity: 1. Its SMILES is N/N=C\C=C/[C@@H]1CO1. The energy above the lowest of the compared OMol25 structures with the same formula, charge and spin comes out at 423.2 kJ/mol. Its energy is -379.92700 hartree.

Number 1: E_LUMO 0.32 eV. Number 2: E_LUMO 0.09 eV. Number 3: E_LUMO 0.90 eV.